Entry 1:
ORCA calculation (ωB97M-V with the def2-TZVPD basis set) on a 12-piece molecular cluster, C13H50N2O12 overall.

Calculated values
SMILES ... NC(N)=O.CCO.CO.CO.CO.CO.CO.CO.CO.CO.CO.CO
Energy above the lowest of the compared OMol25 structures with the same formula, charge and spin ... 228.6 kJ/mol
Orbital gap ... 9.2 eV

```
77
Properties=species:S:1:pos:R:3:forces:R:3:mulliken_charge:R:1
O -1.740 -4.081 2.547 0.04 0.46 0.40 -0.553
O 0.853 0.463 0.975 -0.60 1.33 -0.59 0.227
O 1.355 -3.721 -3.088 1.56 0.70 0.38 -0.586
O -2.911 1.846 1.800 0.15 0.16 1.10 -0.518
O -0.701 0.399 -2.186 -0.58 0.07 -0.14 -0.150
O -4.530 -0.051 1.089 -3.02 2.84 -0.56 -0.516
O 3.894 4.106 -2.643 -3.33 4.04 4.29 -0.707
O -1.764 -2.875 -4.037 0.26 -0.84 -0.15 -0.583
O 1.573 1.737 -1.268 -2.42 -1.07 -1.10 -0.334
O 3.674 3.946 2.268 2.96 1.68 0.15 -0.573
O -1.361 -5.325 0.276 -0.02 -1.53 -1.00 -0.661
O -0.980 0.593 3.379 -1.97 -0.50 2.60 -0.497
N 3.126 6.157 -1.772 2.22 8.63 0.53 -0.367
N 2.257 4.404 -0.976 -2.56 -3.58 2.60 -0.105
C -0.648 -3.341 3.098 -0.02 -0.10 1.14 -0.156
C 2.785 1.137 -1.593 0.98 -0.76 -1.43 -0.638
C 0.106 1.308 3.950 1.74 -3.43 -2.51 -0.509
C 2.791 2.937 2.402 -2.83 -0.17 1.70 -0.282
C 0.932 -0.926 0.788 1.75 1.30 -3.22 -0.479
C -0.402 -4.499 -0.294 0.14 1.54 1.84 -0.344
C 1.458 -2.324 -2.792 -2.53 -1.59 -1.39 -0.237
C -0.230 0.404 -3.512 0.86 0.67 -1.58 -0.751
C -2.590 -1.064 0.735 2.85 -0.87 -2.31 1.398
C 3.157 4.910 -1.752 3.13 -8.30 -5.34 0.514
C -2.087 -2.726 -2.667 -0.23 5.46 -0.96 -0.484
C -3.703 -0.933 1.641 0.47 -3.60 2.19 -0.665
C -1.987 2.738 1.192 -2.34 -1.97 -2.60 -0.334
H 2.752 6.705 -0.926 0.79 -1.23 -2.10 0.242
H -1.152 2.201 0.722 0.37 0.28 0.62 -0.073
H 3.362 1.226 -0.724 1.41 -0.15 1.02 0.347
H 1.847 4.808 -0.146 0.30 0.56 -0.41 0.255
H 0.303 -3.713 2.711 -0.33 -0.30 -0.04 0.227
H -3.143 1.076 1.271 0.08 0.80 -0.35 0.443
H 0.459 -3.891 -2.881 -1.39 -0.79 -0.07 0.187
H 2.395 -2.034 -2.535 2.99 0.47 0.83 0.556
H -0.814 -3.479 -0.194 0.48 0.13 -0.65 -0.212
H -0.676 -2.282 2.901 -0.38 0.45 -0.38 -0.083
H -0.201 -4.764 -1.302 0.05 -0.33 -0.73 0.506
H 3.250 1.645 -2.442 0.16 0.08 0.22 0.265
H 0.551 -4.467 0.285 -0.26 -0.33 -0.45 0.267
H 0.139 2.200 3.415 0.85 1.78 -0.76 0.192
H 1.951 3.439 -1.111 0.43 0.32 -0.04 -0.077
H -3.342 -0.746 2.671 -0.24 0.60 -0.34 0.268
H -1.468 -5.031 1.175 -0.37 0.17 0.70 0.510
H 0.356 -1.163 -0.132 -0.10 -0.66 0.94 -0.077
H -2.025 -0.125 0.520 -0.32 -0.58 0.39 -0.578
H -0.564 -0.497 -4.057 0.12 0.39 0.11 0.114
H -2.595 3.103 0.321 0.99 0.85 0.55 0.314
H -2.874 -1.449 -0.274 -0.14 0.24 0.73 -0.048
H -2.004 -2.076 -4.516 -0.04 -0.17 0.17 0.319
H 0.763 -1.464 1.656 -1.09 -0.88 1.57 0.146
H 0.205 1.512 4.992 -1.10 -0.42 0.91 0.367
H 2.642 0.075 -1.869 0.15 0.31 0.36 0.109
H -1.765 3.457 1.924 0.66 1.07 0.58 0.244
H 0.951 1.186 -1.807 -0.23 1.54 0.87 0.065
H 2.558 2.891 3.495 -0.66 0.34 -0.80 0.210
H 4.183 3.759 1.493 0.69 0.25 -0.71 0.322
H 1.986 -1.134 0.549 0.01 -0.44 -0.17 0.397
H -5.056 0.362 1.784 -0.17 0.15 -0.31 0.358
H -2.576 -3.842 2.976 0.48 0.00 -0.13 0.282
H -4.219 -1.920 1.705 0.29 0.13 0.10 0.358
H -2.975 -1.979 -2.629 1.26 -1.08 0.40 0.334
H 0.953 0.919 0.069 0.04 -0.71 1.90 0.039
H -0.580 1.351 -4.084 0.85 -1.46 0.88 0.314
H -1.882 -1.796 1.129 0.14 0.09 -0.10 -0.747
H -0.646 -3.408 4.199 0.14 -0.27 -0.33 0.421
H 0.887 0.334 -3.439 -0.94 0.32 -0.59 0.280
H 3.109 1.917 2.272 0.37 -0.38 -1.09 0.240
H 0.916 0.548 3.649 0.18 2.01 0.78 0.186
H 3.943 6.571 -2.259 -0.97 -0.06 0.57 0.309
H 0.755 -2.052 -2.036 -0.30 0.26 0.84 -0.289
H -1.624 0.608 -2.336 -0.46 0.05 0.96 0.173
H -0.851 0.484 2.448 0.61 0.36 -0.79 0.091
H 1.153 -1.817 -3.676 -0.03 0.74 -0.81 0.313
H -1.235 -2.240 -2.112 -0.85 -0.50 -0.38 -0.152
H -2.399 -3.554 -2.168 -0.65 -2.90 0.87 0.591
H 1.966 3.325 1.761 -0.55 -1.70 0.66 0.065
```
Forces are in eV/Å.



Entry 2:
ORCA calculation (ωB97M-V with the def2-TZVPD basis set) on a 23-piece molecular cluster, C46H138O23 overall.

Calculated values
Energy above the lowest of the compared OMol25 structures with the same formula, charge and spin ... 0.0 kJ/mol
Orbital gap ... 8.9 eV

```
207
Properties=species:S:1:pos:R:3:forces:R:3:mulliken_charge:R:1
O -3.375 -16.060 20.224 0.82 -0.81 0.18 -0.779
O -7.338 -12.494 22.262 0.57 -0.42 -0.55 0.019
O -8.569 -4.595 15.407 -0.43 0.56 0.68 -0.624
O -1.269 -10.250 22.166 1.80 2.67 0.45 -0.474
O -12.812 -10.777 18.949 -1.09 0.42 -0.30 -0.620
O -0.769 -15.401 21.775 0.49 0.50 -2.45 -0.453
O -9.536 -19.151 22.415 -1.74 -1.08 0.81 -0.570
O -10.239 -11.399 19.791 -0.45 0.71 0.78 1.166
O -11.152 -12.698 14.132 0.66 -0.01 0.11 -0.618
O -5.946 -12.784 13.048 -0.24 0.33 -1.38 -0.359
O -8.155 -14.424 17.674 -0.27 0.57 -1.07 0.206
O -6.816 -14.387 15.187 0.32 -0.35 -0.08 0.032
O -8.739 -6.846 20.030 0.58 0.26 -0.01 -0.487
O -7.079 -5.466 13.349 0.30 -0.12 -0.22 -0.573
O -0.368 -10.927 15.553 0.63 0.12 0.28 0.018
O -3.174 -8.229 12.675 0.23 0.82 -0.59 -0.632
O -2.510 -12.667 14.890 0.07 1.39 -0.17 -0.395
O -7.419 -12.311 19.496 -0.64 0.20 -0.66 1.637
O -5.288 -10.107 13.124 0.48 1.03 0.26 -0.581
O -6.804 -7.922 18.226 0.99 0.15 -0.55 0.200
O -8.513 -13.392 24.625 -0.10 0.34 -0.38 -0.341
O -7.806 -15.758 25.781 0.22 0.30 0.64 -0.492
O -0.650 -8.477 16.850 0.21 0.25 1.12 -0.589
C -8.794 -5.543 16.441 -0.24 -0.39 -1.54 0.170
C -6.496 -12.202 10.751 -0.11 0.57 0.19 -1.278
C -8.717 -18.059 22.231 1.01 0.68 -0.29 -0.376
C -10.507 -13.264 21.245 0.80 -0.08 0.59 -0.661
C -2.217 -8.471 13.681 0.46 0.53 0.07 0.782
C -6.039 -15.984 24.216 -0.24 0.13 0.24 -0.304
C -5.181 -7.667 20.060 0.03 -0.24 -0.24 -1.259
C -5.500 -7.418 18.574 -0.43 -0.99 1.03 -0.029
C -2.583 -13.810 15.692 0.19 -0.59 -0.13 0.231
C -14.850 -12.035 18.720 -0.47 0.25 -0.44 -1.535
C -2.009 -11.685 20.446 -0.30 -0.03 -0.32 0.147
C -0.957 -7.594 13.484 -0.75 -0.91 -0.54 -1.393
C -9.263 -11.248 25.324 -0.20 0.36 0.65 -0.925
C -5.937 -6.317 13.580 -0.44 0.27 0.12 0.121
C -2.263 -14.728 23.507 0.53 -0.64 0.00 -0.595
C -10.402 -10.962 15.621 -0.30 -0.46 0.49 -0.722
C -1.980 -13.550 17.054 -0.37 -0.38 -0.02 -1.065
C -1.322 -8.943 18.016 -1.06 0.47 -0.16 0.757
C -6.714 -10.199 15.120 0.75 0.68 -0.34 0.179
C -9.574 -7.876 20.520 -0.49 0.37 0.57 0.290
C -9.329 -16.727 22.688 -0.08 -0.52 -0.81 -0.483
C -9.403 -15.001 18.010 -0.05 -0.70 -0.04 -0.233
C -5.252 -5.884 14.865 0.45 -0.24 -0.21 -0.478
C -3.953 -14.812 20.119 -1.81 0.74 0.39 2.350
C -6.927 -11.147 18.836 2.39 -0.04 0.19 1.881
C -6.241 -15.680 15.419 -0.29 0.06 -0.75 0.167
C -9.593 -6.753 15.842 0.30 0.24 1.41 -0.506
C -13.335 -12.075 18.635 0.44 0.92 0.74 0.724
C -10.135 -12.360 15.080 0.36 0.26 0.09 1.222
C -7.002 -12.775 12.053 0.44 -0.58 0.08 0.069
C -8.550 -12.532 25.757 -0.05 0.70 -0.85 -0.285
C -5.495 -11.461 18.223 -1.34 0.26 -0.91 -0.610
C -5.276 -9.982 14.530 -1.86 -0.58 1.35 0.193
C -5.488 -14.956 20.114 0.64 0.73 -0.78 -0.058
C -6.056 -10.592 22.816 0.16 -0.11 0.30 -0.828
C -1.444 -7.893 19.105 0.36 0.09 0.23 -1.286
C -1.809 -11.458 21.918 -0.94 -2.32 -0.03 -0.199
C -0.810 -15.103 23.103 -2.01 0.37 2.26 -0.525
C -6.850 -16.687 25.302 0.32 -0.18 -1.33 -0.517
C 1.896 -10.222 15.021 0.59 -0.17 -0.37 -1.338
C -5.618 -16.103 14.083 0.16 0.52 0.53 -1.212
C -10.427 -11.760 21.183 -0.72 -0.36 -0.92 -0.363
C -6.076 -12.100 22.746 0.53 0.47 0.11 0.611
C 0.787 -11.286 14.815 0.80 1.04 0.21 -0.172
C -10.925 -7.850 19.832 0.48 -1.24 -0.23 -0.819
C -9.071 -16.100 18.956 -0.67 -1.05 1.05 -0.814
H -5.904 -13.982 20.370 -0.19 -0.26 0.37 -0.455
H -9.389 -11.717 19.479 0.47 -0.26 0.24 -0.632
H -10.776 -8.100 18.782 -0.12 0.09 -0.11 0.061
H -5.576 -11.006 12.949 0.09 -0.64 -0.02 0.348
H -9.709 -11.301 21.862 0.35 -0.14 -0.23 -0.001
H -2.921 -15.592 23.415 -0.05 -0.05 0.22 0.221
H -9.767 -10.678 16.459 0.20 -0.12 0.02 -0.140
H -10.322 -10.178 14.868 -0.04 -0.12 -0.14 0.428
H -5.442 -16.661 23.605 -0.02 -0.15 0.18 0.450
H -2.259 -14.334 24.523 -0.13 -0.25 0.12 0.464
H -9.675 -7.547 16.584 0.14 -0.16 0.21 -0.053
H -9.067 -7.196 14.996 0.01 0.28 -0.14 0.143
H -7.785 -18.231 22.769 0.34 0.19 0.17 0.224
H -2.700 -13.947 22.885 0.39 0.06 -0.21 -0.100
H -0.645 -10.356 22.888 0.02 0.42 -0.02 0.363
H -2.854 -12.843 14.011 -0.13 0.01 -0.07 0.172
H -7.992 -4.993 14.752 0.12 -0.02 -0.43 0.407
H -5.813 -12.614 23.670 -0.41 0.22 0.51 0.433
H -11.868 -10.804 19.117 0.39 -0.46 -0.09 0.203
H -9.070 -10.444 26.034 0.00 -0.07 0.30 0.366
H -8.449 -16.888 18.531 0.32 0.33 -0.20 0.344
H -9.126 -19.942 22.060 0.05 0.09 -0.02 0.321
H -5.623 -12.176 17.410 -0.11 -0.14 -0.17 -0.047
H -0.454 -16.031 23.551 -0.07 0.34 1.26 0.419
H -6.232 -13.302 13.804 -0.34 -0.32 0.61 0.114
H -5.289 -6.295 12.704 0.25 0.13 0.19 0.346
H -9.295 -4.993 17.237 -0.28 -0.34 0.03 0.276
H -9.542 -13.682 20.957 0.03 -0.18 -0.20 -0.332
H -11.477 -6.911 19.885 0.18 0.00 0.31 0.447
H -7.189 -5.326 12.406 -0.08 -0.03 0.06 0.283
H -2.054 -14.578 15.127 0.07 -0.58 0.45 0.502
H -2.319 -9.242 17.694 -0.44 -0.17 0.08 -0.170
H -10.854 -12.202 13.366 -0.51 -0.09 -0.45 0.384
H -5.235 -12.408 22.124 -0.23 -0.26 -0.83 -0.698
H -1.056 -11.577 15.389 -0.56 -0.17 -0.24 -0.080
H -0.239 -14.228 23.412 0.68 -0.09 -0.25 0.328
H -7.012 -16.341 15.816 -0.14 -0.25 -0.32 0.368
H -5.217 -17.117 14.079 0.07 0.13 0.08 0.406
H -2.736 -10.958 20.084 0.01 0.01 -0.27 -0.081
H -3.569 -14.249 19.268 -0.20 0.02 -0.29 -0.914
H 0.533 -11.359 13.758 0.07 0.14 -0.20 0.338
H -6.365 -10.194 21.849 0.23 0.05 -0.09 -0.213
H 2.246 -9.992 16.027 -0.84 -0.31 0.47 0.326
H 0.173 -15.375 21.592 0.01 -0.27 -0.89 0.275
H 1.728 -9.253 14.550 -0.52 -0.11 -0.08 0.242
H -3.925 -8.813 12.803 -0.19 -0.41 -0.10 0.297
H -10.628 -6.521 15.590 0.17 0.37 -0.28 0.411
H -15.314 -12.976 18.426 0.22 -0.27 0.27 0.385
H -8.468 -18.066 21.170 0.27 0.79 -0.21 0.205
H -8.290 -16.137 26.518 -0.07 -0.04 0.04 0.228
H -5.043 -10.276 23.061 -0.08 0.43 0.03 0.440
H -15.300 -11.323 18.027 0.42 0.24 -0.28 0.355
H -11.290 -13.616 20.572 0.04 -0.09 0.17 0.091
H -2.613 -15.884 20.781 0.64 -0.66 -0.04 0.383
H -5.048 -4.815 14.921 -0.17 0.04 -0.25 0.412
H -10.056 -16.370 21.958 -0.09 -0.05 -0.03 0.372
H -7.338 -13.786 11.825 -0.07 -0.24 0.45 0.480
H -4.633 -10.711 15.023 0.37 -0.20 -0.24 -0.094
H -7.434 -9.580 14.584 -0.02 -0.01 -0.26 0.613
H -0.381 -7.559 14.409 -0.13 0.23 -0.03 0.212
H 1.185 -12.261 15.098 -0.08 -0.17 0.32 0.318
H -7.800 -12.839 23.030 -0.75 -0.39 0.48 -0.268
H -6.786 -10.218 23.534 0.17 0.03 0.20 0.238
H -5.792 -15.753 20.793 -0.04 0.19 0.08 0.490
H -12.906 -12.733 19.391 -0.22 -0.58 -0.14 -0.132
H -9.064 -6.019 20.393 0.09 0.17 -0.19 0.263
H -6.081 -16.993 26.011 -0.53 -0.19 0.66 0.376
H -10.102 -13.120 15.860 -0.40 0.08 0.13 -0.392
H -6.294 -11.141 10.893 0.35 0.03 -0.22 0.292
H -9.015 -13.062 26.588 -0.27 0.27 0.10 0.398
H -1.999 -6.982 18.878 0.13 -0.02 -0.59 0.329
H -15.249 -11.710 19.681 0.38 -0.29 0.27 0.328
H -7.339 -14.229 15.976 -0.49 0.49 0.49 -0.076
H -0.442 -9.280 16.366 0.07 -0.34 -0.53 0.282
H -1.956 -9.529 13.642 0.16 -0.12 0.48 0.081
H -9.911 -15.401 17.132 0.33 0.15 -0.35 0.617
H -4.146 -7.392 20.263 -0.07 0.31 0.14 0.462
H -2.643 -8.187 14.643 0.01 -0.35 0.36 -0.108
H -1.081 -11.574 19.885 0.08 0.19 0.15 0.441
H -0.921 -13.290 17.040 -0.07 0.05 -0.09 0.378
H -5.312 -6.350 18.463 -0.65 0.27 -0.58 0.428
H -5.373 -15.316 24.762 0.15 0.25 -0.37 0.401
H -6.266 -15.960 13.218 -0.47 -0.24 0.30 0.256
H -9.024 -8.813 20.438 -0.21 -0.12 -0.56 -0.294
H -5.616 -12.731 10.383 0.03 0.09 0.13 0.294
H -7.821 -5.866 16.809 -0.06 -0.36 0.30 -0.232
H -1.273 -6.616 13.123 0.12 0.14 0.31 0.418
H -9.849 -16.779 23.644 0.31 -0.15 0.12 0.482
H -7.031 -11.240 15.057 0.06 -0.02 0.11 -0.245
H -1.185 -12.255 22.322 0.13 -0.27 0.06 0.094
H -6.791 -10.319 19.531 -0.19 -0.03 0.28 -0.858
H -8.233 -14.258 24.931 0.10 -0.59 0.13 0.214
H -9.698 -7.761 21.597 -0.10 0.17 0.27 0.434
H -10.666 -13.588 22.273 -0.28 -0.15 0.03 0.475
H -9.949 -16.638 19.313 -0.33 0.11 0.07 0.524
H -11.414 -11.408 21.483 -0.02 0.49 -0.28 0.527
H -5.069 -10.575 17.753 -0.05 0.20 0.12 0.214
H -8.911 -10.830 24.381 0.22 -0.49 -0.18 -0.019
H -12.984 -12.372 17.647 -0.12 -0.22 -0.14 0.061
H -4.838 -15.360 13.916 0.47 -0.29 -0.13 0.146
H -7.274 -12.264 9.990 -0.07 -0.11 0.02 0.415
H -5.804 -6.169 15.761 -0.17 -0.05 -0.08 -0.275
H -2.125 -14.467 17.624 0.25 -0.07 0.14 0.498
H -3.620 -14.120 15.823 -0.19 -0.09 -0.02 -0.283
H -5.882 -7.092 20.666 0.18 0.29 0.06 0.402
H -11.491 -8.676 20.263 -0.46 0.16 -0.06 0.155
H -2.557 -12.783 17.571 0.13 0.24 -0.05 -0.067
H -0.896 -9.832 18.480 0.54 -0.06 -0.28 0.062
H -8.597 -15.674 19.840 0.24 -0.12 0.05 -0.288
H -7.850 -12.201 12.426 -0.11 0.07 0.04 0.050
H -7.497 -7.554 18.779 -0.06 0.55 0.38 -0.241
H -0.438 -7.622 19.426 0.01 0.21 0.07 0.406
H -9.151 -12.425 14.616 0.18 0.04 -0.21 -0.611
H -2.366 -12.691 20.226 -0.14 0.07 0.17 -0.128
H -7.661 -10.774 18.122 0.22 -0.39 -0.34 -0.453
H -3.712 -14.222 21.003 0.12 0.17 0.16 -0.800
H -10.119 -14.311 18.459 0.21 0.41 0.07 -0.261
H -4.717 -11.903 18.846 -0.44 0.17 0.74 -0.178
H -4.284 -6.385 14.896 0.10 -0.10 0.14 0.118
H -8.525 -15.992 22.706 -0.11 0.08 0.20 -0.164
H -2.741 -11.476 22.483 -0.61 -0.63 -0.19 -0.074
H -4.824 -7.931 17.890 0.14 -0.07 0.14 0.103
H -7.089 -12.312 20.397 -0.31 -0.19 0.52 -1.290
H -6.301 -7.340 13.675 0.07 -0.18 0.04 0.017
H -5.505 -15.606 16.219 0.38 -0.04 -0.07 0.033
H -10.348 -11.330 25.256 0.02 -0.31 -0.05 0.339
H -6.670 -15.406 23.541 0.01 0.05 0.03 -0.497
H -4.942 -9.006 14.882 0.14 0.22 -0.64 0.262
H -0.338 -8.038 12.705 0.12 0.06 -0.08 0.346
H -6.749 -9.822 16.142 0.04 -0.27 0.19 -0.624
H -7.415 -17.538 24.921 0.31 -0.28 -0.03 0.289
H -7.536 -12.269 26.058 0.22 -0.05 0.10 0.300
H -7.919 -13.813 18.377 0.35 0.49 0.37 -0.460
H -11.425 -11.016 15.995 -0.10 0.44 0.04 0.394
H -1.957 -8.297 19.978 0.10 -0.35 0.03 0.216
H -5.283 -8.688 20.427 -0.07 -0.30 -0.49 -0.138
H 2.838 -10.567 14.597 -0.08 -0.34 -0.50 0.401
H -5.882 -15.140 19.115 0.06 -0.40 -0.05 -0.199
```
Forces are in eV/Å.



Which of these has the highest orbital gap? C13H50N2O12